Computed, not measured: a 13-piece molecular cluster, C6H38NO12 overall in a non-equilibrium geometry, with wB97M-V/def2-TZVPD.

```
! RIJCOSX wB97M-V def2-TZVPD def2/J DEFGRID3
* xyz 1 1
C 1.486 1.450 -0.305
C 0.114 0.860 -0.174
C -0.980 1.870 -0.587
C -2.019 2.446 1.532
C -2.092 1.726 0.403
C -3.313 1.233 -0.028
N 2.195 1.284 1.031
H 1.412 2.601 -0.365
H 2.117 1.011 -1.171
H -0.032 -0.159 -0.683
H 0.014 0.670 0.902
H -0.587 2.879 -0.434
H -1.192 1.871 -1.689
H -1.263 2.989 2.023
H -2.732 2.250 2.356
H -3.548 0.228 0.371
H -4.099 1.986 0.205
H -3.417 1.283 -1.126
H 2.661 2.245 1.350
H 1.690 0.992 1.979
H 2.903 0.422 1.056
H -2.301 -2.001 -3.922
H -2.780 -0.795 -4.628
O -2.941 -1.226 -3.796
H 1.082 4.528 2.055
H 0.614 3.054 2.440
O 1.216 3.614 2.019
H 3.053 -0.902 3.206
H 2.496 -1.507 1.926
O 2.408 -0.716 2.520
H -0.898 -1.027 -2.939
H 0.549 -1.030 -2.489
O -0.137 -1.621 -2.873
H -0.689 -4.605 -1.911
H -0.277 -3.135 -1.898
O -0.396 -3.896 -1.335
H 2.336 -3.172 0.446
H 3.460 -4.061 0.908
O 2.916 -3.369 1.208
H -2.273 -2.394 2.120
H -0.877 -2.380 2.278
O -1.586 -1.734 2.033
H 1.209 -4.125 3.129
H 1.751 -2.988 2.714
O 0.919 -3.270 3.069
H -2.394 3.113 -1.879
H -2.048 2.401 -3.137
O -2.457 3.180 -2.823
H 2.891 -4.054 -1.855
H 1.323 -3.712 -1.520
O 2.293 -3.463 -1.344
H 1.250 0.824 4.552
H 0.044 0.867 3.539
O 0.916 1.280 3.695
H -0.123 2.845 -3.703
H 0.405 1.486 -4.507
O -0.278 1.854 -3.948
*
```

Results
**Kohn-Sham gap**: 9.129 eV
**LUMO energy**: -2.584 eV
**Energy above the lowest of the compared OMol25 structures with the same formula, charge and spin**: 567.48 kJ/mol

Atomic partial charges in e from the Mulliken method, atoms 1 to 2: atom 1 (C): -0.53, atom 2 (C): 0.76


Computed, not measured: C19H40NOP3Yb as an isolated structure in a non-equilibrium geometry, with wB97M-V/def2-TZVPD.

```
! RIJCOSX wB97M-V def2-TZVPD def2/J DEFGRID3
* xyz 3 2
Yb -0.037 -1.247 0.327
P 2.571 -0.114 0.703
P -0.271 -1.205 3.118
P -0.262 -1.186 -2.433
H -3.150 0.307 1.482
C -3.305 -0.176 0.498
C -3.722 -1.452 0.365
H -3.862 -2.105 1.231
C 2.360 1.717 0.823
C 3.709 -0.336 2.095
C 3.665 -0.178 -0.775
C -1.920 -1.786 3.665
C 0.795 -2.294 4.149
C -0.141 0.358 4.050
C -1.899 -1.496 -3.197
C 0.892 -1.966 -3.621
C -0.068 0.547 -2.988
H -3.014 0.448 -0.371
H -3.769 -1.946 -0.610
H 3.306 2.265 0.883
H 1.702 2.050 1.641
H 1.940 1.909 -0.166
H 4.612 0.265 1.921
H 3.962 -1.407 2.129
H 3.218 -0.011 3.027
H 4.597 0.373 -0.597
H 3.181 0.239 -1.673
H 3.904 -1.236 -0.946
H -2.075 -1.385 4.675
H -1.924 -2.882 3.684
H -2.707 -1.432 2.987
H 0.558 -2.087 5.198
H 1.849 -2.084 3.938
H 0.584 -3.344 3.912
H -0.345 0.101 5.092
H -0.882 1.069 3.672
H 0.863 0.782 3.930
H -1.996 -0.939 -4.129
H -2.681 -1.178 -2.498
H -1.983 -2.564 -3.395
H 0.761 -1.560 -4.628
H 0.694 -3.041 -3.631
H 1.920 -1.786 -3.288
H -0.235 0.625 -4.062
H 0.913 0.957 -2.741
H -0.821 1.118 -2.452
C -0.021 3.822 -2.173
C 0.423 5.113 -1.829
C -0.319 6.219 -2.220
C -1.539 6.007 -2.873
C -1.947 4.737 -3.302
C -1.111 3.659 -3.048
O 0.433 2.761 -1.413
H 0.798 3.033 -0.541
H 1.338 5.197 -1.240
H 0.049 7.240 -2.029
H -2.198 6.847 -3.032
H -2.887 4.607 -3.844
H -1.352 2.709 -3.484
C -0.644 -5.902 1.801
C -0.273 -4.553 1.422
N -0.014 -3.457 1.104
H -1.162 -6.409 0.965
H -1.325 -5.870 2.675
H 0.265 -6.466 2.065
*
```

Results
**<S²>**: 0.75
**Kohn-Sham gap (spin up / spin down)**: 4.701 / 2.718 eV
**LUMO energy (spin up / spin down)**: -10.087 / -12.070 eV
**Energy above the lowest of the compared OMol25 structures with the same formula, charge and spin**: 124.60 kJ/mol

Atomic partial charges in e from the Mulliken method, atoms 1 to 2: atom 1 (Yb): 0.54, atom 2 (P): 0.55


Computed, not measured: an isolated molecule of C3H2ClFS2 in a non-equilibrium geometry, with wB97M-V/def2-TZVPD.

```
! RIJCOSX wB97M-V def2-TZVPD def2/J DEFGRID3
* xyz 0 1
F -0.530 0.262 -2.647
C -0.781 0.923 -1.465
Cl -1.998 2.105 -1.718
C -0.353 0.453 -0.269
S 0.909 -0.713 -0.223
C 1.114 -1.248 1.428
S 0.446 -0.632 2.778
H -0.640 0.934 0.676
H 1.833 -2.084 1.441
*
```

Results
**Structure (SMILES)**: F/C(Cl)=C\SC=S
**Kohn-Sham gap**: 8.174 eV
**LUMO energy**: -0.736 eV
**Energy above the lowest of the compared OMol25 structures with the same formula, charge and spin**: 18.21 kJ/mol

Atomic partial charges in e from the Mulliken method, atoms 1 to 2: atom 1 (F): -0.21, atom 2 (C): 0.36


Computed, not measured: an isolated molecule of C2H5FO2P2 in a non-equilibrium geometry, with wB97M-V/def2-TZVPD.

```
! RIJCOSX wB97M-V def2-TZVPD def2/J DEFGRID3
* xyz 0 1
C -1.523 -0.681 1.031
P -0.325 -0.063 -0.214
O 1.171 0.102 0.868
C 2.037 0.933 0.218
O 1.925 1.127 -0.963
P -0.710 -1.237 -1.969
F 0.002 -0.384 -3.183
H -1.913 0.105 1.519
H -0.902 -1.340 1.759
H -2.193 -1.299 0.470
H -0.360 1.434 -0.397
H 2.793 1.305 0.860
*
```

Results
**Structure (SMILES)**: C[P@@H](OC=O)=PF
**Kohn-Sham gap**: 8.268 eV
**LUMO energy**: 0.411 eV
**Energy above the lowest of the compared OMol25 structures with the same formula, charge and spin**: 0.00 kJ/mol

Atomic partial charges in e from the Mulliken method, atoms 1 to 2: atom 1 (C): -0.97, atom 2 (P): 0.41


Computed, not measured: a 2-piece molecular cluster, C9H16N3 overall in a non-equilibrium geometry, with wB97M-V/def2-TZVPD.

```
! RIJCOSX wB97M-V def2-TZVPD def2/J DEFGRID3
* xyz 1 1
C 2.641 0.877 -0.489
C -0.341 -1.285 -1.339
C 0.511 -0.487 -0.587
C -0.299 -1.375 -2.729
C 1.630 0.058 -1.214
C 0.724 -0.669 -3.341
C 1.742 -0.083 -2.605
H -0.972 -2.017 -0.826
H 0.551 -0.515 0.493
H -1.114 -1.891 -3.213
H 0.777 -0.559 -4.419
H 3.446 0.268 -0.057
H 2.282 1.357 0.426
H 2.430 0.585 -3.113
H 3.087 1.680 -1.072
C 0.238 1.624 2.740
C -1.612 0.204 1.902
N -1.158 1.348 2.426
N -1.035 -0.903 2.384
N -2.601 0.059 1.053
H -1.682 2.201 2.311
H -0.243 -0.890 3.004
H -1.239 -1.849 2.109
H -2.810 -0.824 0.606
H -3.337 0.672 0.806
H 0.367 1.887 3.786
H 0.622 2.394 2.110
H 0.901 0.788 2.523
*
```

Results
**Kohn-Sham gap**: 8.895 eV
**LUMO energy**: -2.918 eV
**Energy above the lowest of the compared OMol25 structures with the same formula, charge and spin**: 142.86 kJ/mol

Atomic partial charges in e from the Mulliken method, atoms 1 to 2: atom 1 (C): -1.25, atom 2 (C): -0.37


Computed, not measured: an isolated molecule of C5H9N3 in a non-equilibrium geometry, with wB97M-V/def2-TZVPD.

```
! RIJCOSX wB97M-V def2-TZVPD def2/J DEFGRID3
* xyz 0 1
N -2.123 -0.873 -0.646
C -1.875 0.037 0.476
C -0.802 1.043 0.063
C 0.532 0.346 0.064
C 1.759 0.999 -0.167
C 2.686 -0.021 -0.206
N 2.014 -1.167 0.150
N 0.751 -0.912 0.390
H -1.580 -1.754 -0.555
H -3.086 -1.157 -0.635
H -2.754 0.649 0.662
H -1.582 -0.439 1.428
H -0.796 1.901 0.715
H -1.012 1.418 -0.963
H 1.790 2.022 -0.474
H 3.692 0.002 -0.534
H 2.385 -2.094 0.233
*
```

Results
**Structure (SMILES)**: NCCc1cc[nH]n1
**Kohn-Sham gap**: 10.219 eV
**LUMO energy**: 1.107 eV
**Energy above the lowest of the compared OMol25 structures with the same formula, charge and spin**: 91.12 kJ/mol

Atomic partial charges in e from the Mulliken method, atoms 1 to 2: atom 1 (N): -0.61, atom 2 (C): -0.55


Computed, not measured: a 2-piece molecular cluster, C2H3NO2 overall in a non-equilibrium geometry, with wB97M-V/def2-TZVPD.

```
! RIJCOSX wB97M-V def2-TZVPD def2/J DEFGRID3
* xyz 0 1
C -1.957 0.139 0.329
C 0.806 0.047 -0.632
N -1.737 1.187 0.726
O 1.630 -0.683 -1.215
O 1.022 0.311 0.732
H -2.208 -0.716 -0.230
H 2.212 -1.111 -0.596
H 0.233 0.827 0.886
*
```

Results
**Kohn-Sham gap**: 9.772 eV
**LUMO energy**: 0.781 eV
**Energy above the lowest of the compared OMol25 structures with the same formula, charge and spin**: 303.03 kJ/mol

Atomic partial charges in e from the Mulliken method, atoms 1 to 2: atom 1 (C): 0.21, atom 2 (C): -0.25


Computed, not measured: a 2-piece molecular cluster, C4H12NOS overall in a non-equilibrium geometry, with wB97M-V/def2-TZVPD.

```
! RIJCOSX wB97M-V def2-TZVPD def2/J DEFGRID3
* xyz -1 1
N -2.370 -0.625 -0.536
C -1.907 -1.941 -0.368
O -1.819 -2.481 1.003
H -3.310 -0.595 -0.130
H -1.701 -0.041 -0.046
H -2.590 -2.678 -0.958
H -0.878 -1.966 -0.834
H -1.184 -1.876 1.424
C 1.720 0.645 -1.156
C 1.407 1.730 -0.130
C 1.250 1.160 1.311
S -0.118 0.038 1.541
H 2.694 0.226 -0.856
H 1.799 1.036 -2.142
H 0.990 -0.159 -1.085
H 2.240 2.469 -0.130
H 0.472 2.288 -0.435
H 1.096 2.101 1.927
H 2.209 0.670 1.598
*
```

Results
**Kohn-Sham gap**: 7.139 eV
**LUMO energy**: 4.098 eV
**Energy above the lowest of the compared OMol25 structures with the same formula, charge and spin**: 44.46 kJ/mol

Atomic partial charges in e from the Mulliken method, atoms 1 to 2: atom 1 (N): -0.48, atom 2 (C): -0.33


Computed, not measured: a 10-piece molecular cluster, C28H69O14P overall in a non-equilibrium geometry, with wB97M-V/def2-TZVPD.

```
! RIJCOSX wB97M-V def2-TZVPD def2/J DEFGRID3
* xyz 0 1
C 0.523 -1.118 0.108
C -0.783 -0.119 0.163
C -0.270 1.360 0.714
O 0.371 2.026 -0.430
P 2.004 2.522 -0.084
O 2.788 2.485 -1.492
O 2.051 4.224 0.405
O 2.888 1.467 0.983
O -1.832 -0.734 0.991
C -2.971 -1.150 0.151
C -4.054 0.089 0.173
C -3.909 1.296 1.317
C -4.951 2.586 1.416
C -6.198 2.632 0.351
C -6.371 1.415 -0.764
C -5.321 0.137 -0.912
H 0.301 -2.012 -0.624
H 0.618 -1.594 1.199
H 1.509 -0.543 -0.187
H -1.114 0.064 -0.962
H -1.232 2.013 0.979
H 0.379 1.304 1.686
H 1.281 4.728 -0.025
H 2.544 1.713 1.912
H -2.679 -1.454 -0.947
H -3.478 -2.121 0.625
H -3.018 1.308 2.109
H -4.795 3.404 2.247
H -6.968 3.538 0.441
H -7.275 1.440 -1.508
H -5.455 -0.708 -1.744
C -1.616 -5.494 0.997
C -1.266 -4.027 0.860
O 0.123 -3.837 1.082
H -1.351 -5.862 1.994
H -2.685 -5.657 0.833
H -1.053 -6.095 0.276
H -1.814 -3.432 1.597
H -1.516 -3.655 -0.138
H 0.601 -4.362 0.418
C 5.813 0.853 3.616
C 5.174 2.178 3.977
O 5.282 3.082 2.887
H 6.868 0.992 3.359
H 5.743 0.147 4.449
H 5.326 0.415 2.739
H 5.678 2.624 4.840
H 4.116 2.050 4.224
H 4.824 2.680 2.128
C -5.947 4.590 -3.628
C -5.801 5.442 -2.385
O -5.123 4.713 -1.373
H -6.501 3.673 -3.403
H -6.472 5.136 -4.416
H -4.965 4.284 -4.005
H -6.784 5.727 -1.999
H -5.236 6.355 -2.598
H -4.248 4.471 -1.722
C 10.027 2.475 4.860
C 8.656 2.078 5.368
O 8.512 0.666 5.322
H 10.173 2.125 3.833
H 10.153 3.561 4.885
H 10.814 2.015 5.467
H 7.874 2.522 4.746
H 8.508 2.413 6.400
H 9.206 0.282 5.885
C 0.353 -4.377 -4.461
C 0.499 -3.524 -3.217
O 1.177 -4.254 -2.206
H -0.201 -5.294 -4.236
H -0.172 -3.830 -5.249
H 1.335 -4.683 -4.838
H -0.484 -3.239 -2.832
H 1.064 -2.612 -3.431
H 2.052 -4.495 -2.555
C -1.148 -6.395 -7.793
C 0.172 -5.831 -8.277
O 1.097 -5.772 -7.201
H -1.560 -5.776 -6.990
H -1.874 -6.443 -8.610
H -1.012 -7.401 -7.383
H 0.035 -4.817 -8.666
H 0.596 -6.452 -9.072
H 1.217 -6.677 -6.868
C 13.027 5.351 6.865
C 11.656 4.954 7.373
O 11.512 3.542 7.327
H 13.173 5.001 5.837
H 13.153 6.437 6.889
H 13.814 4.891 7.472
H 10.874 5.398 6.750
H 11.508 5.289 8.404
H 12.206 3.158 7.890
C -9.849 5.761 2.870
C -9.220 4.602 2.125
O -7.805 4.694 2.191
H -9.524 6.715 2.443
H -10.941 5.707 2.825
H -9.539 5.760 3.920
H -9.515 4.619 1.071
H -9.531 3.645 2.554
H -7.553 4.669 3.130
C -5.715 -6.441 -5.668
C -5.086 -7.600 -6.414
O -3.670 -7.508 -6.348
H -5.390 -5.487 -6.096
H -6.806 -6.495 -5.713
H -5.405 -6.442 -4.618
H -5.380 -7.583 -7.467
H -5.396 -8.558 -5.984
H -3.418 -7.533 -5.408
*
```

Results
**Structure (SMILES)**: C[C@H](COP(=O)(O)O)OCc1ccccc1.CCO.CCO.CCO.CCO.CCO.CCO.CCO.CCO.CCO
**Kohn-Sham gap**: 7.826 eV
**LUMO energy**: -0.217 eV

Atomic partial charges in e from the Mulliken method, atoms 1 to 2: atom 1 (C): -0.44, atom 2 (C): 0.26


Computed, not measured: C16H40B3NO6S as an isolated structure in a non-equilibrium geometry, with wB97M-V/def2-TZVPD.

```
! RIJCOSX wB97M-V def2-TZVPD def2/J DEFGRID3
* xyz 0 1
C -2.264 2.049 3.250
C -1.632 2.076 1.811
S -2.398 0.648 0.920
C -1.589 0.660 -0.729
B -1.174 -0.776 -1.272
O -1.547 -1.265 -2.559
B -0.301 -1.639 -3.128
N -0.200 -2.446 -4.352
O 0.916 -1.181 -2.526
B 0.934 -1.487 -1.132
C 2.284 -1.581 -0.297
C 2.720 -3.072 -0.022
C 2.539 -3.488 1.467
C 3.713 -2.965 2.392
C 3.259 -1.783 3.318
C 4.011 -0.432 3.075
O 5.352 -0.588 2.611
C 5.443 -0.176 1.249
O -0.343 -1.664 -0.519
H -3.325 1.759 3.116
H -1.756 1.289 3.872
H -2.207 3.033 3.743
H -1.845 3.042 1.319
H -0.535 1.983 1.883
H -0.640 1.239 -0.626
H -2.197 1.177 -1.498
H 0.772 -2.728 -4.445
H -0.734 -3.297 -4.183
H 2.218 -1.041 0.669
H 3.071 -1.091 -0.910
H 2.203 -3.774 -0.707
H 3.804 -3.132 -0.254
H 1.547 -3.230 1.880
H 2.608 -4.597 1.513
H 4.042 -3.792 3.049
H 4.541 -2.710 1.708
H 3.402 -2.092 4.366
H 2.179 -1.606 3.133
H 3.440 0.187 2.352
H 4.078 0.096 4.049
H 5.306 0.918 1.171
H 6.470 -0.408 0.908
H 4.744 -0.735 0.599
C -4.844 -1.319 -2.341
C -6.075 -1.725 -1.546
C -7.099 -0.601 -1.498
O -5.692 -2.081 -0.219
H -4.350 -0.458 -1.879
H -4.116 -2.130 -2.360
H -5.104 -1.059 -3.369
H -6.526 -2.611 -1.996
H -6.680 0.283 -1.008
H -7.972 -0.903 -0.917
H -7.426 -0.320 -2.501
H -5.292 -1.308 0.191
C 1.258 4.303 -2.146
C 0.511 3.961 -0.866
C 0.350 5.182 0.026
O 1.220 2.943 -0.158
H 2.264 4.669 -1.922
H 1.374 3.415 -2.771
H 0.730 5.066 -2.720
H -0.472 3.554 -1.113
H 1.326 5.577 0.321
H -0.178 4.918 0.944
H -0.206 5.972 -0.482
H 2.089 3.289 0.065
*
```

Results
**Kohn-Sham gap**: 9.031 eV
**LUMO energy**: 0.390 eV

Atomic partial charges in e from the Mulliken method, atoms 1 to 2: atom 1 (C): -1.20, atom 2 (C): 0.04


Computed, not measured: C5H15N2S as an isolated structure in a non-equilibrium geometry, with wB97M-V/def2-TZVPD.

```
! RIJCOSX wB97M-V def2-TZVPD def2/J DEFGRID3
* xyz 1 1
C -0.853 2.175 0.723
C -0.963 -2.929 -0.247
C -1.403 0.891 0.003
C -1.476 -1.511 -0.477
C 2.453 1.023 -0.505
N -0.965 -0.446 0.393
N 3.543 0.824 0.121
S 0.907 -0.578 0.339
H -1.467 2.952 0.228
H -1.214 2.049 1.750
H 0.167 2.345 0.538
H -1.800 -3.509 0.228
H -0.619 -3.471 -1.085
H -0.204 -2.909 0.471
H -2.463 0.855 0.108
H -1.170 1.056 -1.041
H -1.294 -1.170 -1.455
H -2.530 -1.389 -0.146
H 1.856 1.900 -0.433
H 2.342 0.593 -1.458
H 4.311 0.395 -0.268
H 3.897 1.578 0.804
H -1.056 -0.723 1.411
*
```

Results
**Kohn-Sham gap**: 8.983 eV
**LUMO energy**: -3.573 eV
**Energy above the lowest of the compared OMol25 structures with the same formula, charge and spin**: 282.95 kJ/mol

Atomic partial charges in e from the Mulliken method, atoms 1 to 2: atom 1 (C): -0.99, atom 2 (C): -1.06


Computed, not measured: a 2-piece molecular cluster, CH7NS2 overall in a non-equilibrium geometry, with wB97M-V/def2-TZVPD.

```
! RIJCOSX wB97M-V def2-TZVPD def2/J DEFGRID3
* xyz -1 2
N 1.312 1.737 1.251
H 0.520 2.129 1.759
H 2.014 2.469 1.211
H 1.707 1.034 1.867
C -0.454 -1.127 -1.819
S -2.024 -1.192 -0.937
S -1.153 -1.465 1.172
H -0.659 -1.031 -2.882
H 0.164 -0.293 -1.479
H 0.137 -2.020 -1.628
H -1.565 -0.240 1.487
*
```

Results
**<S²>**: 0.75
**Kohn-Sham gap (spin up / spin down)**: 4.105 / 6.875 eV
**LUMO energy (spin up / spin down)**: 3.851 / 3.752 eV
**Energy above the lowest of the compared OMol25 structures with the same formula, charge and spin**: 0.00 kJ/mol

Atomic partial charges in e from the Mulliken method, atoms 1 to 2: atom 1 (N): -0.62, atom 2 (H): 0.21